Entry 1:
{
  "formula": "C30H71IN2P",
  "method": "wB97M-V/def2-TZVPD",
  "charge": -1,
  "e_homo_ev": -3.66,
  "energy_ev": -52620.9606,
  "e_lumo_ev": 2.321,
  "homo_lumo_gap_ha": 0.220,
  "elements": ["H", "H", "C", "H", "C", "C", "C", "H", "H", "H", "H", "H", "C", "H", "H", "H", "I", "C", "C", "H", "H", "H", "C", "C", "C", "H", "H", "H", "H", "H", "H", "H", "H", "H", "C", "H", "C", "C", "H", "H", "C", "H", "H", "H", "H", "H", "H", "H", "H", "N", "H", "H", "H", "C", "C", "H", "H", "H", "C", "H", "H", "C", "C", "H", "H", "H", "H", "C", "C", "C", "C", "H", "H", "H", "H", "H", "H", "H", "H", "C", "H", "H", "H", "N", "H", "C", "C", "H", "H", "H", "H", "C", "H", "P", "H", "H", "H", "H", "C", "C", "H", "H", "H", "H", "C"],
  "xyz": [[-0.623, 0.642, -2.457], [3.459, 4.226, 0.282], [2.923, 1.891, -2.193], [-0.540, 0.078, 0.022], [-3.258, -9.264, -1.683], [0.957, 1.988, -4.138], [0.206, 4.232, 1.275], [-3.191, 0.058, -4.429], [-0.027, -1.587, 0.780], [-0.454, -10.117, -3.418], [-2.708, -7.723, -0.242], [-4.112, -8.649, -1.995], [4.202, 7.665, 6.116], [2.079, 7.770, 4.554], [2.407, 1.190, -1.380], [-0.783, -6.178, -3.148], [-2.988, -4.067, -0.273], [-0.563, 1.827, 2.370], [-2.114, -0.944, 1.496], [-2.843, -1.119, 0.568], [2.532, 0.309, -3.879], [2.714, 7.134, 7.619], [2.524, 6.767, 4.535], [-1.069, -10.110, -2.510], [2.478, 3.745, -0.195], [-0.720, 1.144, -5.557], [1.243, 0.506, 1.912], [5.739, 5.810, 5.123], [0.641, -0.088, -5.056], [-1.574, 2.863, 0.535], [2.481, 6.479, 3.477], [-1.411, -8.158, -4.287], [-4.578, 1.490, -2.491], [1.908, 4.032, -2.412], [-1.004, 0.152, -3.473], [0.453, 2.590, -3.267], [-2.807, -8.808, -0.299], [0.106, 0.333, 2.191], [-0.868, -1.007, -3.518], [-0.231, -7.471, -2.085], [3.795, 7.095, 7.471], [3.771, 4.013, -2.112], [-2.624, -0.058, 2.109], [-4.119, 0.984, -0.608], [-2.879, -7.488, -3.647], [4.246, 7.695, 8.272], [3.737, 8.651, 5.995], [-2.520, 1.757, -4.000], [-3.408, -2.032, -3.889], [-2.257, -9.287, -2.751], [2.082, 4.839, 5.480], [1.111, 2.768, -5.028], [-0.635, 5.067, 1.405], [1.623, 5.818, 5.317], [-2.420, -2.712, -1.955], [0.063, 2.378, 3.198], [-2.016, -12.019, -2.958], [-0.012, -0.269, 3.212], [-0.046, 0.797, -4.654], [3.296, 1.934, -4.450], [-1.890, -11.670, -1.219], [4.658, 4.883, 3.553], [-1.947, -7.983, -3.345], [4.088, 1.648, -2.106], [5.330, 4.019, 3.574], [4.990, 5.547, 2.749], [-3.559, -9.097, 0.444], [-0.577, -0.570, 1.000], [-0.481, 2.759, 0.998], [4.687, 5.593, 4.904], [2.758, 3.479, -1.823], [0.166, 2.168, 0.218], [-2.750, 1.984, -1.681], [-1.863, -3.440, -2.721], [-1.711, -6.564, -1.706], [0.574, 4.917, -0.904], [-5.428, -0.588, -2.762], [-2.356, 0.081, -1.196], [5.279, 7.871, 6.147], [1.208, 4.749, 0.079], [-1.621, -1.917, -1.645], [0.696, 5.650, 4.759], [-1.681, 1.803, 2.766], [3.931, 6.849, 4.928], [0.861, 4.191, 2.263], [2.468, 1.482, -3.718], [-1.123, -7.006, -2.513], [-0.444, -9.697, -1.713], [4.343, 4.899, 5.677], [1.338, 6.235, 6.285], [-4.524, -3.017, -2.746], [-3.722, -2.130, -2.761], [4.133, 6.065, 7.609], [-3.459, 0.745, -1.899], [-0.457, -12.146, -2.130], [-4.905, -1.125, -1.034], [-1.861, -9.262, 0.007], [-2.052, -1.926, 2.171], [-4.466, -0.843, -2.108], [-2.602, 0.633, -3.599], [1.656, 5.790, 0.403], [-3.678, -10.272, -1.586], [3.658, 4.512, 3.309], [2.348, 2.707, 0.376], [-1.386, -11.568, -2.185]],
  "forces_ev_per_a": [[-0.761, -1.435, -1.869], [-2.121, -0.972, -1.011], [0.662, -0.476, 0.112], [-0.435, -1.377, 1.786], [-0.039, -0.373, -0.065], [0.102, 0.612, -0.872], [0.132, 0.264, -0.095], [1.164, 0.778, 1.413], [-0.815, 2.105, 0.613], [-0.164, 0.281, 0.027], [0.108, -0.094, 0.025], [0.293, 0.026, -0.167], [0.207, -0.027, -0.249], [0.290, -0.036, 0.132], [0.795, 1.636, -1.809], [-0.060, -0.119, 0.097], [0.312, 0.773, -0.848], [0.091, 0.442, 0.074], [-0.278, 0.117, -0.431], [1.745, 0.257, 2.087], [-0.123, 2.379, 0.576], [0.096, -0.105, -0.009], [0.113, -0.125, -0.381], [-0.365, -0.040, -0.068], [0.601, -0.146, 0.063], [1.397, -0.519, 1.844], [-2.132, -0.407, 0.807], [-0.187, 0.220, 0.153], [-1.335, 1.896, 0.626], [2.490, -0.171, 0.895], [0.137, -0.037, 0.110], [-0.017, -0.203, 0.102], [-0.030, 0.265, -0.460], [1.581, -1.351, 1.006], [-0.230, 1.177, -0.421], [0.915, -1.265, -1.539], [-0.069, 0.211, 0.318], [-0.085, -0.254, -0.248], [-0.311, 2.131, 0.423], [-0.072, 0.000, -0.031], [-0.078, 0.085, 0.395], [-2.070, -1.002, 0.511], [1.322, -1.938, -1.267], [0.018, -0.176, 0.410], [-0.011, -0.201, 0.187], [-0.048, -0.082, -0.115], [-0.089, -0.193, -0.159], [-0.296, -2.222, 0.875], [-0.497, 0.184, 2.250], [-0.061, 0.113, -0.269], [0.000, 0.089, -0.021], [-0.448, -1.614, 1.894], [1.798, -1.837, -0.110], [-0.348, -0.081, 0.125], [0.850, -0.014, -2.423], [-1.161, -1.071, -1.450], [0.026, 0.123, 0.103], [0.508, 1.361, -2.095], [0.357, -0.824, -0.132], [-1.926, -0.831, 1.471], [0.017, -0.015, -0.114], [-0.141, -0.005, -0.030], [0.077, -0.104, -0.220], [-2.457, 0.425, -0.130], [-0.104, 0.106, 0.041], [-0.100, -0.030, 0.129], [0.055, 0.015, -0.068], [-0.731, 0.491, 0.650], [-0.184, -0.312, 0.085], [-0.091, 0.187, -0.276], [0.317, 0.287, 0.535], [-1.198, 1.207, 1.364], [0.479, 0.644, 0.002], [-1.194, 1.372, 1.846], [0.143, -0.046, -0.054], [1.335, -0.435, 1.930], [1.987, -0.606, 1.159], [-0.011, -0.459, -0.200], [-0.043, -0.162, -0.134], [-0.055, 0.038, 0.182], [-1.909, -1.490, -0.077], [0.105, 0.001, 0.033], [2.390, -0.168, -0.900], [0.134, 0.362, 0.171], [-1.427, 0.059, -1.896], [0.320, -0.082, -0.049], [0.044, 0.313, 0.082], [0.188, 0.005, 0.140], [-0.006, -0.199, 0.123], [0.067, -0.133, -0.012], [1.778, 1.676, -0.160], [-0.941, -1.354, 0.589], [-0.057, 0.084, -0.051], [-0.734, 0.719, 0.399], [-0.087, 0.108, 0.007], [1.022, 0.284, -2.155], [-0.045, 0.022, -0.070], [-0.274, 2.202, -1.461], [-1.430, -1.936, -0.118], [2.098, 0.709, -2.135], [-1.030, -1.928, -0.686], [0.152, 0.008, -0.084], [0.105, 0.046, -0.036], [0.072, 2.187, -1.340], [-0.086, -0.005, 0.093]]
}

Entry 2:
{
  "formula": "CH2N4O3",
  "method": "wB97M-V/def2-TZVPD",
  "charge": 0,
  "e_homo_ev": -9.97,
  "energy_ev": -13161.7775,
  "e_lumo_ev": -2.665,
  "homo_lumo_gap_ha": 0.269,
  "elements": ["N", "N", "C", "N", "O", "O", "O", "H", "H", "N"],
  "xyz": [[-0.190, -0.728, -0.810], [0.943, 0.121, -1.091], [-0.576, -0.349, 0.479], [0.979, 1.089, -0.379], [-0.086, -2.132, -1.003], [0.233, 1.611, 1.832], [-1.092, -0.985, 1.445], [-0.120, -2.209, -2.760], [-0.184, 2.725, 1.650], [0.091, 0.856, 0.637]],
  "forces_ev_per_a": [[1.028, -0.692, 1.276], [-0.338, -3.071, -4.314], [-0.658, -2.264, 5.064], [-0.297, 0.916, 2.917], [0.135, 2.416, -4.494], [-1.945, 3.356, -2.230], [0.842, 2.051, -3.947], [0.008, 0.129, 4.507], [1.627, -5.233, 0.415], [-0.403, 2.392, 0.806]]
}

Entry 3:
{
  "formula": "C22H14BCl2F4N3OPt",
  "method": "wB97M-V/def2-TZVPD",
  "charge": -2,
  "e_homo_ev": 0.03,
  "energy_ev": -69402.6658,
  "e_lumo_ev": 3.995,
  "homo_lumo_gap_ha": 0.146,
  "elements": ["H", "H", "H", "N", "H", "F", "H", "C", "H", "C", "B", "F", "C", "Cl", "H", "C", "C", "H", "C", "H", "Cl", "H", "F", "C", "C", "C", "C", "N", "C", "C", "C", "C", "C", "C", "C", "H", "F", "C", "H", "N", "C", "O", "C", "C", "Pt", "H", "C", "H"],
  "xyz": [[-0.525, 5.195, 3.783], [-0.607, -1.941, 4.695], [-2.459, 1.753, -4.857], [-0.916, 0.551, -1.525], [2.098, 1.855, 1.257], [1.753, -3.781, -1.127], [1.944, 5.216, 3.921], [-0.596, 3.564, 2.418], [0.085, -3.043, 6.794], [1.440, 4.481, 3.307], [1.744, -2.633, -1.888], [1.058, -2.845, -3.066], [-3.947, -1.467, -1.539], [-4.757, 0.452, -4.931], [3.509, -1.708, 3.475], [-0.795, 1.881, -3.501], [0.827, -2.754, 6.060], [-1.674, 3.574, 2.337], [1.534, 2.586, 1.826], [0.676, 1.800, -1.927], [-4.747, -2.649, -0.556], [-5.539, -1.419, -2.953], [3.047, -2.252, -2.173], [-2.703, 0.457, -3.145], [2.167, 3.533, 2.592], [0.053, 4.469, 3.218], [-2.691, -0.992, -1.090], [-0.527, 1.851, 0.784], [-2.021, 1.412, -3.930], [3.134, -2.623, 5.374], [-3.953, -0.078, -3.477], [-0.276, 1.436, -2.299], [1.402, -1.742, 3.940], [2.771, -2.002, 4.208], [2.177, -3.006, 6.317], [2.479, -3.492, 7.235], [1.121, -1.585, -1.164], [0.116, 2.577, 1.672], [-0.250, 2.603, -4.095], [0.620, -0.582, 1.816], [0.435, -2.142, 4.901], [-2.142, -1.408, -0.032], [-2.097, 0.023, -1.936], [0.997, -1.124, 2.783], [-0.167, 0.047, 0.209], [3.250, 3.548, 2.646], [-4.572, -1.024, -2.684], [4.180, -2.821, 5.569]],
  "forces_ev_per_a": [[-0.033, 0.032, 0.005], [-0.031, -0.003, -0.016], [-0.003, 0.009, 0.001], [-0.102, 1.035, -1.872], [0.021, 0.002, -0.014], [-0.028, -0.882, 0.670], [0.070, 0.058, 0.061], [-0.290, 0.172, 0.212], [-0.028, -0.011, -0.031], [0.391, 0.502, 0.419], [-0.039, 0.360, 0.047], [-0.551, -0.130, -0.827], [0.104, 0.087, 0.170], [-0.204, 0.076, -0.303], [0.006, 0.014, -0.015], [-0.902, -0.110, -0.765], [0.508, -0.379, 0.735], [-0.097, -0.055, -0.048], [0.513, -0.165, 0.287], [-0.254, -0.064, 0.089], [-0.160, -0.215, 0.128], [-0.108, -0.039, -0.082], [0.902, 0.285, -0.161], [0.203, 0.171, 0.082], [-0.004, -0.137, 0.134], [-0.087, 0.077, -0.090], [-0.086, -0.664, 0.924], [-1.633, 0.712, 0.364], [0.607, 0.057, 0.409], [0.012, -0.412, 0.841], [-0.543, -0.437, 0.057], [0.079, -0.468, 1.028], [0.856, -1.485, 2.695], [-1.065, 0.453, -0.756], [-0.141, 0.251, -0.501], [0.002, -0.007, 0.017], [-0.127, -0.134, 0.030], [0.504, -0.376, -0.995], [0.061, -0.027, 0.067], [1.109, -1.388, 2.764], [0.443, 0.593, -1.140], [-0.244, -0.086, -0.765], [0.198, 0.284, -0.339], [-1.396, 2.271, -3.949], [1.075, -0.262, 0.831], [0.110, -0.046, -0.012], [0.347, 0.479, -0.377], [0.036, 0.002, -0.009]]
}